(1)
ORCA calculation (wB97M-V/def2-TZVPD) on a 2-piece molecular cluster, C4H12OS overall.

Computed properties:
Kohn-Sham gap: 9.91 eV
2S+1: 1

Last columns: bonded neighbours and bond lengths (Å).
Atoms and positions in Å:
1 H -1.175 0.858 1.158  O5 0.965
2 H 3.386 1.288 -1.754  S8 1.339
3 H -2.331 0.098 -1.274  C17 1.092
4 C 1.616 0.541 -0.321  H6 1.082, S8 1.842, H14 1.089, C16 1.514
5 O -1.344 0.007 1.583  H1 0.965, C15 1.427
6 H 0.892 0.066 -0.970  C4 1.082
7 H -3.839 -0.510 -0.531  C17 1.086
8 S 2.340 1.955 -1.252  H2 1.339, C4 1.842
9 H -3.099 0.970 0.066  C17 1.091
10 H 3.367 0.080 0.803  C16 1.086
11 H -2.689 -1.463 1.249  C15 1.086
12 H 3.178 -0.941 -0.659  C16 1.087
13 H 2.173 -1.205 0.766  C16 1.094
14 H 1.141 1.001 0.545  C4 1.089
15 C -2.050 -0.818 0.655  O5 1.427, H11 1.086, C17 1.529, H18 1.098
16 C 2.665 -0.440 0.158  C4 1.514, H10 1.086, H12 1.087, H13 1.094
17 C -2.889 -0.020 -0.342  H3 1.092, H7 1.086, H9 1.091, C15 1.529
18 H -1.343 -1.467 0.122  C15 1.098

natural (NBO) population analysis, charges in e, atoms 1 to 4: H 0.4605; H 0.1164; H 0.2082; C -0.4903

(2)
ORCA calculation (wB97M-V/def2-TZVPD) on a 2-piece molecular cluster, C4H12OS overall.

Computed properties:
Kohn-Sham gap: 9.15 eV
2S+1: 1

Last columns: bonded neighbours and bond lengths (Å).
Atoms and positions in Å:
1 C -0.209 -1.112 1.512  H2 1.103, C3 1.496, H16 1.103, H17 1.103
2 H 0.614 -1.678 1.979  C1 1.103
3 C 0.178 0.035 0.634  C1 1.496, H10 1.107, C11 1.524, H15 1.107
4 H -2.796 2.538 -1.260  C5 1.103
5 C -1.908 2.754 -1.877  H4 1.103, H9 1.103, H12 1.103, S13 1.837
6 H 4.827 -3.448 -0.139  O8 0.984
7 H -1.367 0.100 -0.935  C11 1.107
8 O 4.171 -3.077 0.494  H6 0.984, H18 0.984
9 H -1.967 2.154 -2.800  C5 1.103
10 H 0.788 0.666 1.308  C3 1.107
11 C -0.964 0.718 -0.110  C3 1.524, H7 1.107, S13 1.827, H14 1.107
12 H -1.922 3.823 -2.150  C5 1.103
13 S -0.408 2.243 -0.948  C5 1.837, C11 1.827
14 H -1.811 0.995 0.547  C11 1.107
15 H 0.843 -0.346 -0.165  C3 1.107
16 H -0.868 -0.727 2.309  C1 1.103
17 H -0.792 -1.799 0.876  C1 1.103
18 H 3.592 -3.839 0.724  O8 0.984

natural (NBO) population analysis, charges in e, atoms 1 to 4: C -0.5951; H 0.2190; C -0.4186; H 0.2146

Short version: (2) is the most stable of them.